A:
The following is a quantum chemistry calculation of 2 unconnected molecules or ions with the total composition C4H10N2O2, from the Open Molecules 2025 dataset.

Geometry as ORCA input:
```
! RIJCOSX wB97M-V def2-TZVPD def2/J DEFGRID3
* xyz 0 1
O -1.8877 -0.3359 -0.8450
H 0.6614 -1.6459 -0.0930
H 1.6848 1.5439 -1.9152
H -0.0421 1.0601 0.2304
C -1.9457 0.0258 0.3063
H 1.7245 -1.2043 1.1696
O 3.0307 0.4513 0.1408
C -3.0762 -0.2200 1.2723
H -3.1603 0.5780 2.0591
N -0.9043 0.7708 0.8105
H -4.0590 -0.5094 0.8615
C 1.6076 0.4514 -1.7253
H -2.7330 -1.1453 1.7330
H 0.6064 0.2395 -2.0911
H -0.9172 0.9589 1.7780
N 1.3298 -0.9899 0.2563
C 2.1211 -0.1187 -0.4337
H 2.1928 0.1180 -2.6488
*
```

***

B:
The following is a quantum chemistry calculation of 2 unconnected molecules or ions with the total composition C4H10N2O2, from the Open Molecules 2025 dataset.

Geometry as ORCA input:
```
! RIJCOSX wB97M-V def2-TZVPD def2/J DEFGRID3
* xyz 0 1
H -4.0463 -0.4518 -0.7641
H -3.7126 -0.5366 0.9725
C -1.9986 -0.0658 -0.0738
H 3.9404 0.5341 -0.8529
H 1.5509 -2.0546 -0.4331
H 0.1471 -0.8126 0.3601
C -3.4738 0.0756 0.0989
C 3.4707 -0.1655 -0.1469
O 1.5231 1.2693 0.1916
C 1.9831 0.1150 0.1664
N -1.1784 1.0120 -0.2432
H -3.9760 1.1179 0.1699
N 1.1603 -1.0410 0.1168
O -1.4801 -1.1329 -0.0200
H -1.5237 1.9685 -0.2957
H 4.0800 0.1088 0.7436
H 3.4820 -1.3756 -0.4567
H -0.0479 0.8574 -0.1982
*
```

***

It is A that is most stable; the runner-up trails by 123.0 kJ/mol.

***

A:
The following is a quantum chemistry calculation of a molecular structure, C4H10N2O2, from the Open Molecules 2025 dataset.

Geometry as ORCA input:
```
! RIJCOSX wB97M-V def2-TZVPD def2/J DEFGRID3
* xyz 0 1
O 1.4617 -1.9087 -0.0040
C 0.5099 -1.5334 1.1235
H 0.5409 2.1659 0.0820
N -1.1243 0.7038 -1.6932
H -1.3051 2.7198 -0.1539
H -0.4225 -2.2504 1.2631
H 1.2162 -1.0641 1.8319
O 1.1494 0.3024 -0.1420
H -1.4374 0.3529 1.3269
H 1.8092 -0.3780 -0.5835
H 1.1070 -2.1381 -1.0610
H -0.9311 -0.1526 -2.6361
C 0.0963 -0.2779 0.3194
H -2.0384 -0.8280 -0.1777
N -0.4209 2.0963 0.5032
H -0.0323 1.1867 -1.3324
C -0.7989 0.7667 0.7150
C -1.2374 -0.0163 -0.3346
*
```

***

B:
The following is a quantum chemistry calculation of a single C4H10N2O2 molecule, from the Open Molecules 2025 dataset.

Geometry as ORCA input:
```
! RIJCOSX wB97M-V def2-TZVPD def2/J DEFGRID3
* xyz 0 1
N 1.0863 -0.3669 -1.5530
C 0.8796 0.4757 -0.3380
C -0.2820 -1.2506 1.5252
O -1.4049 1.0261 -0.8885
H -0.1870 -1.8952 -0.3180
N -1.0813 -0.0475 1.0856
O -0.3342 -2.1889 0.6048
H 0.3313 -0.2900 -2.2575
H 1.9317 -0.2916 -2.1984
H 2.4938 2.0906 0.0047
H 1.5878 -0.1342 0.3978
H 0.6723 -0.9010 1.7745
H -0.7151 -1.5246 2.4793
H 0.8683 2.2264 0.6720
C 1.3682 1.9589 -0.2865
C -0.6514 0.5911 -0.0772
H 1.0553 2.3940 -1.2665
H -2.0466 -0.1210 1.3122
*
```

***

C:
The following is a quantum chemistry calculation of 2 unconnected molecules or ions with the total composition C4H10N2O2, from the Open Molecules 2025 dataset.

Geometry as ORCA input:
```
! RIJCOSX wB97M-V def2-TZVPD def2/J DEFGRID3
* xyz 0 1
N 0.6549 -0.0363 -1.8623
H -0.7854 2.2027 -1.3485
H 1.4859 -0.4555 -2.2533
H 1.7254 -0.5007 2.1770
H -1.2429 -0.3037 3.1251
N 0.0574 -2.0066 3.5384
C 0.6592 -0.2174 2.1172
H -0.2151 -2.6354 2.7984
H -1.6478 2.1553 -2.8493
C -0.1069 0.6839 -2.7447
C -0.2059 -0.5968 3.2856
O 0.2717 0.2945 1.0951
H 0.2442 -0.0883 4.1462
C -1.1906 1.5178 -2.0950
H 0.7918 0.3429 -0.9320
H -0.3401 -2.3706 4.3904
O 0.0230 0.5872 -3.9429
H -1.9307 0.8660 -1.6367
*
```

***

D:
The following is a quantum chemistry calculation of a molecular structure, C4H10N2O2, from the Open Molecules 2025 dataset.

Geometry as ORCA input:
```
! RIJCOSX wB97M-V def2-TZVPD def2/J DEFGRID3
* xyz 0 1
H 0.1979 0.5803 -1.2895
H -0.6982 2.2662 0.2111
O 2.2350 0.2537 -0.7552
C 1.0833 -1.0498 1.2950
C -1.7741 -0.4389 -1.1558
C 0.4394 0.1798 0.7323
H 0.4755 -1.4649 2.0982
H 2.0774 -0.8167 1.6821
O -1.3199 1.8227 0.8062
H -2.0940 -1.4724 -1.0355
C -0.7802 0.6080 1.1513
N -0.8059 -0.0864 -1.9425
H 1.2116 -1.8085 0.5171
H -2.4425 0.3325 -0.7869
H -0.3086 -0.8745 -2.3509
N 0.9816 0.8283 -0.3585
H 2.8312 1.0095 -0.7791
H -1.3095 0.1313 1.9604
*
```

***

It is C that is most stable; the runner-up trails by 126.1 kJ/mol.

***

A:
The following is a quantum chemistry calculation of a molecular structure, C4H10N2O2, from the Open Molecules 2025 dataset.

Geometry as ORCA input:
```
! RIJCOSX wB97M-V def2-TZVPD def2/J DEFGRID3
* xyz 0 1
C -0.6056 0.7404 -0.3313
H 1.4864 1.0792 2.0158
H 0.9873 -2.1745 0.4348
N -0.8960 1.0691 -1.7205
H 1.5620 -1.2846 -0.9435
N -1.4062 -1.1332 1.0186
H -1.2739 1.3056 0.3325
H -1.7233 -2.0934 1.0526
C -0.7227 -0.7477 -0.0977
H -0.0155 1.2234 -2.2136
H -1.4200 1.9350 -1.7860
C 0.8583 0.9907 0.0663
C 1.2123 -1.1610 0.0835
O 0.8135 1.4087 1.4035
H 2.0302 -0.8968 0.7552
H -0.8856 -1.3608 -0.9809
H -1.6972 -0.3657 1.6198
O 1.6958 1.4657 -0.7091
*
```

***

B:
The following is a quantum chemistry calculation of 2 unconnected molecules or ions with the total composition C4H10N2O2, from the Open Molecules 2025 dataset.

Geometry as ORCA input:
```
! RIJCOSX wB97M-V def2-TZVPD def2/J DEFGRID3
* xyz 0 1
C 1.7732 -0.8997 -0.2786
H 2.8426 -0.7428 -0.4098
H 1.4279 -1.9050 -0.5117
C -0.7577 -0.2237 0.5840
H -2.1869 1.3091 -0.4389
N -1.5178 -0.2221 -1.3545
H 1.6593 2.0060 -0.6637
C 0.9217 0.0991 -0.0035
H -1.3455 -1.5357 2.0098
H 0.7081 2.1026 0.8024
H 2.3403 1.4848 0.8896
O -1.3639 0.7308 1.0588
H -0.1746 -2.1842 0.9398
H -2.1405 -1.0185 -1.2007
O -2.2989 0.9733 -1.3618
N -0.8864 -1.4881 1.1098
H -0.4368 0.0318 -1.4424
C 1.4358 1.4822 0.2717
*
```

***

It is A that is most stable; the runner-up trails by 138.0 kJ/mol.